# 1
The following is a quantum chemistry calculation of a cluster of 3 separate species, C24H46O10 in total, from OMol25.

```
80
Properties=species:S:1:pos:R:3:forces:R:3:mulliken_charge:R:1
C 5.4528 -1.2306 1.1968 -0.059 -0.136 -0.043 0.00
C 4.5761 -1.1156 0.3864 -0.056 0.022 0.046 -0.70
C 3.5156 -0.9957 -0.6199 0.303 -0.091 -0.050 -0.28
C 3.5638 0.3435 -1.3715 0.327 0.159 0.287 -0.88
C 3.0947 1.5699 -0.5667 -0.295 -0.357 -0.127 -1.50
C 2.0377 1.2990 0.4992 -0.344 1.308 -0.070 1.47
O 1.5202 2.6312 0.8741 0.202 -0.013 0.212 -0.47
C 0.4089 2.8911 0.1691 -0.202 -0.558 -0.590 0.56
O -0.1828 3.9181 0.1172 0.138 0.177 0.153 -0.56
O 0.0416 1.7678 -0.5268 -0.211 0.421 0.486 -0.49
C 0.7102 0.6632 0.0702 0.514 -0.465 0.308 0.23
C -0.0037 0.1125 1.3172 -0.580 0.212 -0.765 -0.64
C -1.5283 0.0769 1.1352 0.396 0.481 -0.057 -0.93
O -1.9077 -0.3775 -0.1458 -0.131 -0.274 0.334 -0.27
C -2.3662 -1.7144 -0.2119 -0.468 -0.393 -0.574 -0.23
C -3.5140 -1.7968 -1.2147 0.114 0.036 0.063 -1.22
H 6.2257 -1.4244 1.9015 -0.009 0.128 -0.005 0.51
H 2.5603 -1.1853 -0.1296 -0.067 0.064 -0.067 0.09
H 3.6485 -1.8016 -1.3452 0.001 -0.037 0.037 0.48
H 3.0298 0.2693 -2.3186 -0.247 -0.086 0.137 0.37
H 4.6099 0.5062 -1.6384 -0.045 -0.001 -0.133 0.48
H 3.9252 2.0809 -0.0806 0.068 -0.105 0.045 0.45
H 2.6582 2.2936 -1.2574 0.054 0.015 -0.045 0.23
H 2.4376 0.9478 1.4472 0.004 -0.494 -0.534 -0.38
H 0.8002 -0.1055 -0.6918 -0.001 0.074 -0.090 0.79
H 0.2033 0.7887 2.1486 0.135 -0.279 0.244 0.30
H 0.3892 -0.8910 1.4914 0.126 0.066 0.264 0.30
H -1.9890 -0.5042 1.9380 -0.041 -0.119 -0.069 0.47
H -1.8945 1.1027 1.2350 -0.060 -0.055 -0.109 0.34
H -1.5704 -2.3913 -0.5470 0.150 0.067 0.181 0.22
H -2.7281 -2.0758 0.7553 0.135 0.193 0.152 0.32
H -4.0502 -2.7428 -1.1236 0.078 -0.029 0.034 0.41
H -4.2184 -0.9871 -1.0263 -0.020 -0.004 -0.041 0.30
H -3.1536 -1.7233 -2.2403 -0.020 0.121 0.002 0.29
C 3.0550 1.1476 3.7509 0.083 -0.178 0.242 -0.97
O 4.0939 0.7155 4.6023 -0.008 0.290 0.039 -0.41
C 5.4115 0.9925 4.1634 -0.102 -0.138 -0.020 -0.15
C 6.2476 1.7484 5.1797 0.136 -0.097 0.144 -0.37
O 5.8220 3.0565 5.5123 0.095 0.100 -0.036 -0.46
C 4.6143 3.2528 6.2278 -0.194 0.033 -0.183 -0.13
C 4.5695 2.7448 7.6562 -0.079 -0.044 0.087 -0.51
O 4.6534 1.3358 7.7626 0.217 0.039 -0.194 -0.31
C 5.6791 0.8445 8.5988 -0.148 -0.056 0.013 -0.82
H 2.7102 0.3202 3.1208 0.055 -0.014 0.125 0.40
H 2.2199 1.4787 4.3713 -0.018 -0.025 -0.008 0.27
H 3.3621 1.9831 3.1153 0.018 0.027 0.018 0.47
H 5.3989 1.5394 3.2151 -0.052 0.050 0.011 0.30
H 5.9052 0.0299 3.9841 0.150 0.073 -0.058 0.14
H 7.2290 1.8866 4.7166 -0.011 0.038 -0.012 0.41
H 6.4191 1.1477 6.0750 -0.233 -0.063 0.011 0.11
H 3.7572 2.8940 5.6545 0.019 -0.217 0.097 -0.05
H 4.5043 4.3392 6.2843 0.044 0.000 0.022 0.42
H 3.6050 3.0537 8.0770 0.041 0.147 0.016 0.38
H 5.3599 3.2288 8.2394 0.047 -0.051 -0.011 0.34
H 6.5350 1.5241 8.6408 0.000 0.015 -0.007 0.40
H 6.0183 -0.1095 8.1923 -0.042 -0.013 0.019 0.24
H 5.3037 0.6758 9.6131 0.074 0.040 0.039 0.28
C -5.8674 -4.6345 -5.6137 0.084 0.043 0.137 -0.83
O -5.2169 -3.3816 -5.6009 -0.220 0.096 -0.136 -0.28
C -4.7187 -2.9287 -6.8465 0.083 -0.084 0.111 -0.49
C -5.2143 -1.5494 -7.2412 0.117 0.182 0.025 -0.21
O -6.6037 -1.4099 -7.4752 -0.049 0.030 -0.122 -0.45
C -7.5223 -1.5295 -6.4026 -0.074 -0.256 -0.001 -0.26
C -7.4679 -0.4612 -5.3274 -0.009 0.015 0.120 -0.51
O -6.2645 -0.4694 -4.5843 0.121 -0.021 -0.275 -0.26
C -5.5629 0.7559 -4.5329 -0.031 -0.090 0.186 -0.83
H -5.1811 -5.4277 -5.3012 -0.021 -0.054 -0.076 0.27
H -6.6945 -4.5963 -4.9023 0.034 -0.001 0.022 0.23
H -6.2744 -4.8770 -6.5989 0.007 0.010 -0.017 0.39
H -4.9540 -3.6429 -7.6422 -0.077 -0.012 0.022 0.35
H -3.6262 -2.8692 -6.7656 0.021 0.021 -0.153 0.35
H -4.7507 -1.3307 -8.2075 -0.025 -0.008 -0.013 0.41
H -4.8493 -0.7862 -6.5516 -0.063 -0.130 0.188 0.04
H -7.4852 -2.5297 -5.9659 0.173 0.068 0.157 0.05
H -8.5052 -1.4435 -6.8740 0.014 0.048 -0.018 0.41
H -8.2917 -0.6629 -4.6317 -0.110 0.054 -0.094 0.36
H -7.6435 0.5207 -5.7790 0.069 0.013 -0.012 0.34
H -5.7433 1.3751 -5.4161 -0.028 -0.025 -0.021 0.42
H -4.4966 0.5316 -4.4827 -0.010 -0.002 0.050 0.21
H -5.8425 1.3172 -3.6361 0.014 0.099 -0.051 0.28
```
Forces are in eV/Å.

## Properties
Kohn-Sham gap   9.69 eV
Spin multiplicity   1
Charge   0
E_HOMO   -9.1 eV
Relative energy (zero: lowest compared OMol25 entry of this formula, charge and spin)   155.6 kcal/mol
Structure (SMILES)   C#CCCC[C@H]1OC(=O)O[C@@H]1CCOCC.COCCOCCOC.COCCOCCOC
E_LUMO   0.597 eV

# 2
The following is a quantum chemistry calculation of a structure of composition C13H24BClCoN7O5S4, from OMol25.

```
56
Properties=species:S:1:pos:R:3:forces:R:3:mulliken_spin:R:1
Co 1.9665 1.2119 -0.4255 0.404 0.191 -0.280 1.03
O -0.0943 -1.8018 1.5866 0.054 0.107 -0.023 0.00
Cl 0.9151 -0.8112 1.3810 -0.206 -0.381 0.131 0.00
O 2.1824 -1.2708 1.8705 -0.078 0.052 0.047 0.00
O 1.0281 -0.5698 -0.0784 -0.074 0.174 -0.154 -0.02
O 0.5608 0.4386 1.9965 0.075 0.138 0.016 0.01
C 4.5521 -2.4393 0.3678 0.115 0.021 0.046 0.00
N 3.6384 -2.4213 -0.7567 0.061 0.048 -0.072 0.00
C 2.9309 -3.4950 -1.2506 0.040 0.014 0.119 0.00
C 2.1851 -3.0217 -2.2695 -0.086 0.137 -0.035 0.00
N 2.4225 -1.6715 -2.4023 0.164 -0.048 -0.074 -0.01
B 1.7935 -0.8021 -3.5522 0.051 -0.062 0.019 0.00
N 0.2967 -0.4122 -3.2463 -0.017 0.001 0.015 -0.01
C -0.7663 -1.1659 -3.6980 0.079 -0.033 -0.004 0.00
C -1.8995 -0.4504 -3.5562 -0.049 0.057 -0.010 0.00
N -1.5293 0.7601 -3.0129 0.022 0.026 0.053 -0.01
C -2.4232 1.8729 -2.7489 -0.007 -0.033 0.061 0.00
C -0.1921 0.7596 -2.7986 -0.020 -0.018 -0.066 0.00
S 0.6531 2.0938 -2.1231 -0.024 -0.031 0.077 0.03
C 3.3219 -1.3161 -1.4680 -0.292 -0.086 0.074 -0.01
S 3.9354 0.2503 -1.1089 0.061 -0.017 0.064 0.01
H 4.6081 -3.4583 0.7457 -0.013 -0.002 -0.013 0.00
H 4.1889 -1.7760 1.1496 0.035 -0.051 -0.083 0.00
H 5.5396 -2.1092 0.0494 0.008 -0.029 -0.004 0.00
H 3.0182 -4.4781 -0.8269 0.007 -0.026 0.010 0.00
H 1.4998 -3.5326 -2.9195 -0.017 -0.019 -0.031 0.00
H 1.7414 -1.5351 -4.5198 -0.010 0.033 0.011 0.00
H 2.4477 0.1827 -3.7260 -0.025 -0.005 0.020 0.00
H -0.6150 -2.1459 -4.1103 0.002 -0.027 -0.010 0.00
H -2.9234 -0.6809 -3.7848 -0.029 -0.010 -0.007 0.00
H -3.2091 1.8760 -3.5036 0.014 -0.023 -0.001 0.00
H -1.8537 2.7964 -2.8080 -0.012 -0.008 -0.004 0.00
H -2.8610 1.7788 -1.7558 0.004 -0.009 0.034 0.00
O 3.9645 5.0801 0.0709 0.031 0.016 0.001 0.00
S 3.7270 3.8222 -0.6404 -0.047 -0.073 -0.111 0.01
N 2.7091 2.9044 -0.0936 -0.160 -0.004 0.250 -0.03
C -3.4610 -1.5422 2.8681 0.038 0.056 -0.037 0.00
N -2.7798 -0.2668 2.9986 0.004 -0.033 0.033 0.00
C -1.7435 -0.2693 4.0271 -0.018 0.040 0.071 0.00
C -2.6605 0.5486 1.9082 0.032 0.098 -0.047 0.00
S -3.0576 0.0418 0.3621 -0.032 0.029 0.017 0.00
N -2.2099 1.8046 2.1671 0.012 -0.124 -0.025 0.00
C -2.5190 2.5062 3.3944 -0.003 -0.017 0.048 0.00
C -1.6040 2.6112 1.1237 0.012 -0.068 0.105 0.00
H -3.6984 -1.9026 3.8711 0.000 0.014 -0.010 0.00
H -2.8307 -2.2757 2.3581 0.016 -0.011 -0.011 0.00
H -4.3766 -1.4194 2.2974 -0.021 -0.003 -0.014 0.00
H -1.2502 -1.2434 4.0298 0.002 -0.001 -0.015 0.00
H -2.1671 -0.0841 5.0182 -0.017 0.003 0.017 0.00
H -0.9838 0.4725 3.8055 -0.035 -0.005 0.003 0.00
H -3.2114 1.9239 3.9976 0.014 -0.008 -0.001 0.00
H -2.9948 3.4593 3.1458 0.002 0.008 0.008 0.00
H -1.6227 2.7189 3.9843 0.005 -0.009 0.009 0.00
H -0.9846 1.9804 0.4955 -0.051 0.015 -0.174 0.01
H -0.9544 3.3455 1.6019 -0.015 0.021 -0.025 0.00
H -2.3501 3.1280 0.5123 -0.004 -0.028 -0.016 0.00
```
Forces are in eV/Å.

## Properties
Kohn-Sham gap (spin up / spin down)   7.73 / 7.68 eV
Spin multiplicity   2
Charge   -1
E_HOMO (spin up / spin down)   -5.1 / -5.0 eV
Relative energy (zero: lowest compared OMol25 entry of this formula, charge and spin)   0.0 kcal/mol
E_LUMO (spin up / spin down)   2.635 / 2.637 eV
<S²>   1.04